(1)
ORCA calculation (ωB97M-V/def2-TZVPD) on one molecule with the formula C28H23N3O6.

The geometry in ORCA input format:
```
! wB97M-V def2-TZVPD RIJCOSX def2/J DEFGRID3
* xyz 0 1
C 1.401 -6.031 3.274
C -1.069 2.399 1.020
H 0.899 7.205 -1.070
C -1.286 0.003 1.398
C -0.667 -1.299 1.626
C 3.073 -4.861 2.004
C 0.360 -0.363 -2.555
C -0.604 4.279 -1.708
C -3.228 1.364 1.354
N 0.960 -3.048 1.293
H -1.365 6.204 -1.112
H 0.411 -6.045 3.704
C -0.857 -0.583 -3.431
H -0.460 3.271 0.850
C 1.795 4.076 -2.001
C 3.535 -7.048 2.885
O -4.547 1.735 1.392
O -0.582 -0.412 -4.722
H 0.563 1.031 1.102
H 1.218 1.169 -3.783
H -3.294 -0.742 1.724
C 0.528 3.492 -2.027
C 0.051 2.174 -2.314
H -2.037 1.440 -2.272
H -4.961 3.623 2.104
C 1.901 5.404 -1.656
C 2.265 -7.097 3.436
N 0.033 -0.667 -1.184
C 0.773 6.167 -1.338
C 0.811 -3.792 2.424
H 2.673 3.497 -2.245
C 1.791 -4.911 2.545
H 2.873 5.874 -1.627
H 1.951 -7.966 3.996
C 3.938 -5.927 2.177
O -0.050 -3.594 3.260
O -1.948 -0.885 -3.025
C -2.438 2.487 1.102
H -0.997 -1.819 2.516
C -0.508 1.136 1.161
H -0.870 -0.378 -0.843
C -1.305 2.216 -2.164
H -5.207 3.378 0.343
H 4.933 -5.881 1.761
N -1.702 3.480 -1.817
H 1.865 1.100 -2.142
H 4.214 -7.878 3.012
H -1.374 -0.558 -5.265
C -2.680 0.119 1.521
O -3.249 3.587 0.954
C -0.491 5.619 -1.361
C 0.945 1.050 -2.730
H 1.684 -3.304 0.625
H 3.418 -3.986 1.472
O 1.867 -1.938 -0.865
H 1.132 -1.081 -2.865
C -4.562 3.131 1.201
C 0.299 -1.887 0.902
H -2.638 3.751 -1.571
C 0.812 -1.478 -0.447
*
```

**Structure (SMILES)**: O=C(N[C@H](Cc1c[nH]c2ccccc12)C(=O)O)/C(=C\c1ccc2c(c1)OCO2)NC(=O)c1ccccc1
**Molar mass**: 497.51 g mol⁻¹
**HOMO level**: -0.2913 Eh
**E_LUMO**: 0.365 eV
**Relative energy (zero: lowest compared OMol25 entry of this formula, charge and spin)**: 0.0 kcal/mol

***

(2)
ORCA calculation (ωB97M-V/def2-TZVPD) on C28H24BF6LuN8O4S4 as an isolated structure.

The geometry in ORCA input format:
```
! wB97M-V def2-TZVPD RIJCOSX def2/J DEFGRID3
* xyz 0 1
C 0.371 3.048 -2.997
H 1.650 4.506 -3.957
C 1.492 3.910 -3.067
F -4.959 0.146 3.584
H 2.463 -5.442 -0.287
N 1.123 -0.561 1.689
N 0.648 1.815 0.489
H 1.626 3.920 1.846
H -0.089 -5.363 -0.855
C 2.488 -4.375 -0.426
C -1.474 1.923 -4.053
H -3.161 -2.743 -4.359
H 2.954 -0.853 5.082
C -3.050 3.633 0.796
C -0.495 2.866 -4.101
N -0.835 1.309 -1.830
C 1.404 1.823 1.686
H -4.541 -1.641 -2.658
C -1.759 -3.047 -1.441
C -1.578 1.137 -2.892
O -1.323 -0.120 2.737
H -0.803 -4.180 -4.303
N -0.904 -3.733 -2.208
C -3.820 -0.505 3.423
H 3.017 -0.222 0.052
S -2.583 3.406 2.607
C -1.352 -3.699 -3.513
H -3.672 -0.950 -1.277
F -4.067 -1.676 2.838
F -2.139 4.404 0.213
H -0.341 3.466 -4.990
H 3.959 -0.632 -1.378
C -3.930 -1.872 -1.789
H -2.300 0.327 -2.853
F -4.217 4.302 0.851
O -1.141 3.639 2.716
Lu -0.920 -0.171 0.239
O -2.960 -0.015 0.993
H 4.376 -3.585 0.413
H 4.540 -1.129 0.231
H 3.284 1.632 5.074
C 1.302 -1.724 2.264
S -1.667 -2.820 0.255
H -4.501 -2.483 -1.093
H 0.903 -2.587 1.738
H 3.265 4.545 -2.086
C 3.424 -3.470 -0.077
N 2.949 -2.244 -0.491
N 1.447 -3.713 -1.053
H 0.770 -5.147 -2.679
S 0.859 -1.064 -1.720
C 2.119 3.214 -0.842
C 2.283 0.496 3.533
C -2.500 -2.992 -3.547
H 2.830 3.271 -0.031
C 1.602 0.559 2.307
F -3.260 -0.717 4.608
C 0.974 2.471 -0.691
H 2.883 3.807 3.984
N -3.009 1.836 2.786
H 2.074 -2.875 3.918
C 1.968 -1.885 3.495
C 2.369 3.937 -2.028
O -0.722 1.674 0.765
H -2.140 1.747 -4.886
C 0.127 2.287 -1.837
C 1.845 2.958 2.292
B 0.295 -4.593 -1.706
C 1.733 -2.405 -1.078
C 2.544 2.891 3.519
C 2.761 1.691 4.126
C 2.449 -0.778 4.125
F -3.247 2.547 0.064
S -2.623 0.436 2.372
C 3.660 -0.977 -0.390
N -2.749 -2.591 -2.242
*
```

**Molar mass**: 964.59 g mol⁻¹
**HOMO level**: -0.2810 Eh
**E_LUMO**: -0.329 eV
**Relative energy (zero: lowest compared OMol25 entry of this formula, charge and spin)**: 0.0 kcal/mol

***

no.,maximum force (eV Å⁻¹)
1,1.3
2,4.4